{
  "formula": "C6H14NO",
  "method": "ωB97M-V/def2-TZVPD",
  "symbols": ["N", "C", "C", "C", "C", "C", "C", "O", "H", "H", "H", "H", "H", "H", "H", "H", "H", "H", "H", "H", "H", "H"],
  "positions_angstrom": [[-0.37685, -1.80469, 0.27882], [0.76272, -1.77493, -0.72272], [0.81231, -0.82859, -1.93693], [0.09709, 0.49179, -1.83750], [0.35931, 1.29149, -0.58569], [-0.69534, 1.63149, 0.34629], [-0.12797, 1.46534, 1.81844], [-0.70169, 0.31984, 2.30389], [-0.59756, -2.86026, 0.44968], [-1.21286, -1.49757, -0.29263], [-0.15400, -1.28100, 1.15391], [1.74735, -1.57645, -0.18316], [0.63117, -2.80982, -1.27098], [1.88361, -0.80843, -2.41593], [0.19604, -1.07079, -2.89989], [-0.94380, 0.32022, -1.95582], [0.47610, 1.06470, -2.70257], [1.42973, 1.50002, -0.32067], [-1.74501, 1.70739, 0.01717], [-0.52366, 2.22860, 2.37842], [0.92604, 1.17769, 1.97503], [-1.11040, 0.32030, 3.19326]],
  "charge": 1,
  "smiles": "[NH3+]CCC/C=C/CO",
  "max_force_ev_per_a": 6.57,
  "e_tot_ev": -9976.55684,
  "relative_energy_kcal_mol": 85.0,
  "orbital_gap_ev": 8.97,
  "homo_ha": -0.456
}



{
  "formula": "C6H14NO",
  "method": "ωB97M-V/def2-TZVPD",
  "symbols": ["C", "C", "C", "C", "C", "C", "N", "O", "H", "H", "H", "H", "H", "H", "H", "H", "H", "H", "H", "H", "H", "H"],
  "positions_angstrom": [[1.88140, -1.46574, -0.03123], [-1.97056, 0.22166, -0.98007], [-1.53205, -0.62548, 1.29384], [-0.56409, 1.56684, 0.45382], [1.65325, -0.51916, -0.99715], [-1.39482, 0.34989, 0.28316], [1.90612, 0.82940, -0.71805], [2.15620, -1.21959, 1.28367], [1.69794, -2.54218, -0.28467], [-2.59200, -0.72549, -1.19540], [-2.79269, 0.89346, -0.88287], [-1.37134, 0.49593, -1.84963], [-1.22798, -1.65324, 1.13358], [-1.03870, -0.36481, 2.19539], [-2.60577, -0.81532, 1.33446], [-0.67628, 1.90383, 1.54970], [-0.90203, 2.44804, -0.09781], [0.44650, 1.20265, -0.02171], [1.34742, -0.87582, -1.95480], [3.06988, -1.46081, 1.35748], [2.80096, 1.00164, -0.29368], [1.70866, 1.35428, -1.57802]],
  "charge": 1,
  "max_force_ev_per_a": 4.69,
  "e_tot_ev": -9976.94704,
  "relative_energy_kcal_mol": 76.0,
  "orbital_gap_ev": 7.35,
  "homo_ha": -0.453
}



{
  "formula": "C6H14NO",
  "method": "ωB97M-V/def2-TZVPD",
  "symbols": ["N", "C", "C", "C", "C", "C", "C", "O", "H", "H", "H", "H", "H", "H", "H", "H", "H", "H", "H", "H", "H", "H"],
  "positions_angstrom": [[-0.54685, -0.00658, 1.31072], [-1.77296, -0.52720, 0.40741], [-2.11454, 0.33157, -0.70646], [-0.77166, 1.00474, -1.16950], [0.31325, 0.05543, -1.02177], [1.55825, 0.33880, -0.59331], [2.65060, -0.57602, -0.08116], [2.16762, -0.97081, 1.20017], [-0.94245, -0.14446, 2.22522], [-0.26710, 0.91978, 1.15774], [0.28495, -0.61756, 1.11797], [-1.65059, -1.57499, 0.13854], [-2.64363, -0.66092, 1.20988], [-2.60211, -0.16337, -1.48408], [-2.79891, 0.98156, -0.32329], [-0.73543, 2.02966, -0.68712], [-0.85898, 1.24937, -2.21332], [0.10687, -1.00946, -1.23772], [1.94537, 1.32009, -0.32837], [3.55715, -0.18129, -0.16101], [2.60844, -1.54844, -0.60165], [2.51271, -0.24989, 1.84112]],
  "charge": 1,
  "smiles": "[NH3+]CCC/C=C/CO",
  "max_force_ev_per_a": 7.19,
  "e_tot_ev": -9977.53532,
  "relative_energy_kcal_mol": 62.5,
  "orbital_gap_ev": 10.41,
  "homo_ha": -0.498
}



{
  "formula": "C6H14NO",
  "method": "ωB97M-V/def2-TZVPD",
  "symbols": ["C", "O", "C", "C", "H", "H", "H", "H", "H", "H", "C", "C", "C", "N", "H", "H", "H", "H", "H", "H", "H", "H"],
  "positions_angstrom": [[-1.08065, 1.61470, 1.35475], [-1.86939, 2.13401, 0.28403], [0.34150, 2.04595, 1.19278], [1.12876, 2.33153, 2.21455], [-1.12614, 0.52036, 1.34800], [-1.44968, 1.95380, 2.32013], [-2.78464, 2.13955, 0.58035], [0.75602, 2.09907, 0.19463], [2.16509, 2.60532, 2.08868], [0.74751, 2.31899, 3.22772], [-0.82376, -0.15570, -1.85016], [-0.16236, -1.21506, -1.03127], [0.70102, -2.08962, -1.51162], [1.31884, -3.09733, -0.61282], [-0.50280, -0.23103, -2.88280], [-1.89905, -0.29133, -1.79777], [-0.57405, 0.81925, -1.44361], [-0.38698, -1.28212, 0.02978], [1.07511, -2.16361, -2.52254], [0.97722, -3.00513, 0.34605], [1.11100, -4.04641, -0.93252], [2.33740, -3.00521, -0.59636]],
  "charge": 1,
  "max_force_ev_per_a": 0.62,
  "e_tot_ev": -9978.26210,
  "relative_energy_kcal_mol": 45.7,
  "orbital_gap_ev": 8.78,
  "homo_ha": -0.460
}



{
  "formula": "C6H14NO",
  "method": "ωB97M-V/def2-TZVPD",
  "symbols": ["O", "C", "C", "C", "C", "C", "C", "N", "H", "H", "H", "H", "H", "H", "H", "H", "H", "H", "H", "H", "H", "H"],
  "positions_angstrom": [[-2.49285, -1.01113, 1.00392], [-1.31933, -1.18256, 1.13327], [-0.33889, -0.35850, 0.34144], [1.04920, -0.51438, 0.53398], [1.97110, -0.38459, -0.77545], [3.43654, -0.40022, -0.35622], [1.58098, 0.75944, -1.69936], [-3.66201, 1.90348, 0.22388], [-0.89212, -1.94998, 1.79333], [-0.74418, 0.29524, -0.43074], [1.23453, -1.49134, 0.99708], [1.45978, 0.24390, 1.22505], [1.70529, -1.29167, -1.32071], [3.58130, -0.09153, 0.67335], [3.93239, -1.34803, -0.53634], [3.96203, 0.37523, -0.92241], [1.78873, 1.75267, -1.30159], [2.17133, 0.63691, -2.61957], [0.54917, 0.69408, -2.03324], [-3.86937, 1.94588, -0.76124], [-3.55572, 0.95709, 0.54688], [-4.36655, 2.38543, 0.76003]],
  "charge": 1,
  "max_force_ev_per_a": 1.13,
  "e_tot_ev": -9976.32561,
  "relative_energy_kcal_mol": 90.4,
  "orbital_gap_ev": 4.53,
  "homo_ha": -0.468
}



{
  "formula": "C6H14NO",
  "method": "ωB97M-V/def2-TZVPD",
  "symbols": ["C", "C", "C", "C", "C", "N", "C", "O", "H", "H", "H", "H", "H", "H", "H", "H", "H", "H", "H", "H", "H", "H"],
  "positions_angstrom": [[-2.26690, -1.39449, -0.02555], [-0.74978, -1.26980, -0.20625], [-0.32324, 0.20508, -0.35022], [-0.78599, 1.04961, 0.87709], [1.17251, 0.34895, -0.64309], [2.03998, -0.38339, 0.31111], [1.62693, 1.81911, -0.59353], [2.29568, 2.19489, 0.32723], [-2.80370, -0.53748, -0.43631], [-2.52820, -1.39446, 1.02778], [-2.67438, -2.25439, -0.54866], [-0.28524, -1.79017, 0.64166], [-0.45873, -1.82471, -1.10311], [-0.85751, 0.54314, -1.23688], [0.03414, 1.41084, 1.48817], [-1.49966, 0.49692, 1.48427], [-1.32693, 1.92630, 0.51359], [1.34520, 0.02430, -1.67118], [2.44123, 0.30569, 0.96479], [1.47504, -1.09562, 0.79329], [2.82422, -0.82314, -0.17128], [1.30533, 2.44278, -1.44291]],
  "charge": 1,
  "smiles": "CC[C@@H](C)[C@H]([NH3+])C=O",
  "max_force_ev_per_a": 1.54,
  "e_tot_ev": -9979.69514,
  "relative_energy_kcal_mol": 12.7,
  "orbital_gap_ev": 11.38,
  "homo_ha": -0.547
}



{
  "formula": "C6H14NO3",
  "method": "ωB97M-V/def2-TZVPD",
  "symbols": ["C", "C", "C", "C", "C", "C", "N", "O", "O", "O", "H", "H", "H", "H", "H", "H", "H", "H", "H", "H", "H", "H", "H", "H"],
  "positions_angstrom": [[1.52681, 1.98443, 0.67887], [-1.81442, 0.62761, 0.47317], [-1.49548, -1.46106, -0.84270], [1.09786, 0.55835, 1.04180], [-0.93627, -0.06245, -0.56745], [0.50387, -0.17338, -0.11846], [1.33633, -0.69969, -0.98636], [2.62684, -0.68190, -0.95770], [-0.98706, 0.75382, -1.77227], [0.05018, -2.31220, 1.36581], [1.93557, 2.49316, 1.55216], [0.68803, 2.56681, 0.30102], [2.29712, 1.94273, -0.08855], [-2.81136, 0.75290, 0.05738], [-1.85866, 0.00279, 1.35727], [-1.42735, 1.61151, 0.72977], [-2.58193, -1.45639, -0.84228], [-1.09117, -2.07817, -0.00704], [-1.15408, -1.84453, -1.80260], [1.98540, -0.00788, 1.33144], [0.40049, 0.55390, 1.87606], [0.92518, -1.25720, -1.74322], [-0.08172, 0.88669, -2.07580], [0.86579, -2.69986, 1.03966]],
  "charge": -1,
  "max_force_ev_per_a": 1.27,
  "e_tot_ev": -14079.65852,
  "relative_energy_kcal_mol": 40.5,
  "orbital_gap_ev": 6.68,
  "homo_ha": -0.114
}



{
  "formula": "C6H14O",
  "method": "ωB97M-V/def2-TZVPD",
  "symbols": ["C", "C", "C", "C", "C", "O", "C", "H", "H", "H", "H", "H", "H", "H", "H", "H", "H", "H", "H", "H", "H"],
  "positions_angstrom": [[-3.03010, 0.57799, -0.00976], [-1.82424, -0.23226, 0.45605], [-0.76164, -0.38409, -0.63200], [0.43356, -1.19854, -0.17707], [1.70880, -1.00278, -0.76195], [2.41625, -0.17487, 0.73928], [2.58654, 1.21882, 0.63135], [-3.79597, 0.65142, 0.76929], [-3.49234, 0.12092, -0.89279], [-2.73444, 1.59813, -0.28388], [-1.37010, 0.24035, 1.33737], [-2.14657, -1.23187, 0.77910], [-1.22961, -0.84350, -1.51647], [-0.43233, 0.61764, -0.94895], [0.21304, -2.21261, 0.16316], [1.23901, -0.54154, 0.81402], [2.43947, -1.80549, -0.79948], [1.86353, -0.19916, -1.48297], [3.49731, 1.44513, 0.06930], [2.68410, 1.65984, 1.62737], [1.73574, 1.69647, 0.11905]],
  "max_force_ev_per_a": 0.27,
  "e_tot_ev": -8493.09585,
  "relative_energy_kcal_mol": 87.5,
  "orbital_gap_ev": 9.15,
  "homo_ha": -0.298
}



{
  "formula": "C6H14O",
  "method": "ωB97M-V/def2-TZVPD",
  "symbols": ["C", "C", "C", "C", "C", "C", "O", "H", "H", "H", "H", "H", "H", "H", "H", "H", "H", "H", "H", "H", "H"],
  "positions_angstrom": [[0.00840, -2.54564, 0.19546], [0.39053, -1.09815, -0.11591], [1.69762, -0.69300, 0.56066], [-0.65512, -0.05116, 0.26491], [-0.55794, 1.17032, -0.67705], [-1.31355, 2.34919, -0.08543], [0.82342, 1.48185, -0.96832], [0.85136, -3.20752, -0.03959], [-0.84902, -2.88252, -0.40085], [-0.23982, -2.68947, 1.25452], [0.51131, -1.02015, -1.20465], [2.54630, -1.25923, 0.17110], [1.61109, -0.85848, 1.64206], [1.87925, 0.36835, 0.38520], [-0.52903, 0.24118, 1.32062], [-1.67522, -0.46301, 0.20517], [-1.01092, 0.84983, -1.62680], [-0.73324, 2.75736, 0.74898], [-2.28435, 2.03518, 0.31732], [-1.49748, 3.13401, -0.82575], [0.97764, 2.40398, -1.21390]],
  "smiles": "CC(C)C[C@@H](C)O",
  "max_force_ev_per_a": 0.62,
  "e_tot_ev": -8496.44220,
  "relative_energy_kcal_mol": 10.4,
  "orbital_gap_ev": 11.04,
  "homo_ha": -0.371
}



{
  "formula": "C6H14O",
  "method": "ωB97M-V/def2-TZVPD",
  "symbols": ["C", "C", "C", "C", "C", "O", "C", "H", "H", "H", "H", "H", "H", "H", "H", "H", "H", "H", "H", "H", "H"],
  "positions_angstrom": [[2.50071, -1.17400, 2.12803], [1.69272, -0.00256, 1.57635], [0.88632, -0.38456, 0.33706], [-0.05088, 0.72500, -0.13186], [-0.98148, 0.27025, -1.24320], [-2.01136, 1.22063, -1.38941], [-3.11079, 0.71256, -2.09565], [3.05459, -0.89621, 3.03088], [3.22210, -1.54010, 1.38800], [1.83945, -2.00986, 2.38691], [1.00264, 0.36438, 2.34859], [2.35833, 0.83717, 1.33650], [1.56973, -0.67440, -0.47450], [0.29104, -1.28029, 0.56888], [0.51906, 1.60454, -0.45599], [-0.68014, 1.05017, 0.70650], [-0.43821, 0.13652, -2.19543], [-1.41278, -0.71110, -0.97947], [-2.84644, 0.43139, -3.12735], [-3.87476, 1.49345, -2.12509], [-3.52985, -0.17298, -1.58976]],
  "smiles": "CCCCCOC",
  "max_force_ev_per_a": 0.32,
  "e_tot_ev": -8496.14548,
  "relative_energy_kcal_mol": 17.2,
  "orbital_gap_ev": 10.93,
  "homo_ha": -0.359
}



{
  "formula": "C6H14O",
  "method": "ωB97M-V/def2-TZVPD",
  "symbols": ["C", "C", "C", "C", "C", "C", "O", "H", "H", "H", "H", "H", "H", "H", "H", "H", "H", "H", "H", "H", "H"],
  "positions_angstrom": [[-1.98132, -1.16457, -0.99627], [-2.18174, -0.71702, 0.40385], [-2.61260, 0.69099, 0.51479], [0.74811, 0.26489, 1.15098], [1.48565, -0.01925, -0.14360], [2.78373, 0.76962, -0.22247], [1.72047, -1.42196, -0.18219], [-2.56299, -2.08103, -1.16212], [-0.93336, -1.50936, -1.03938], [-2.17150, -0.44660, -1.81395], [-0.13707, -0.37343, 1.25087], [-3.70688, 0.52278, 0.56469], [-2.42917, 1.37496, -0.33299], [-2.34691, 1.16263, 1.46835], [1.39653, 0.04948, 2.00774], [0.43849, 1.31681, 1.18296], [0.84019, 0.26125, -0.99575], [3.42202, 0.53766, 0.63791], [2.57619, 1.84432, -0.23107], [3.34294, 0.53738, -1.13512], [2.30923, -1.59953, -0.92722]],
  "max_force_ev_per_a": 0.39,
  "e_tot_ev": -8492.86846,
  "relative_energy_kcal_mol": 92.8,
  "orbital_gap_ev": 8.60,
  "homo_ha": -0.297
}



What is the formula in the first record?
C6H14NO